# 1
{"formula": "C4H12NOS", "method": "ωB97M-V/def2-TZVPD", "symbols": ["H", "H", "S", "H", "H", "H", "O", "C", "H", "H", "N", "C", "H", "C", "H", "C", "H", "H", "H"], "xyz": [[-2.507, -0.668, 2.976], [1.563, 0.353, 0.904], [0.283, 0.129, -1.419], [0.170, 1.707, 0.483], [-2.526, 1.164, 2.955], [2.669, 0.055, -4.266], [2.641, 0.464, -5.220], [-0.767, -1.723, 1.082], [-1.631, 0.214, 0.864], [1.604, 0.445, -5.408], [-0.549, 0.234, 2.756], [-1.914, 0.254, 3.282], [-0.350, 1.267, 2.767], [-0.623, -0.172, 1.276], [0.241, -1.807, 1.525], [0.527, 0.593, 0.411], [-1.738, -1.912, 1.554], [-0.805, -2.291, 0.085], [-1.840, 0.357, 4.417]], "multiplicity": 1, "homo_lumo_gap_ev": 6.3, "homo_energy_ha": -0.0974, "total_charge": -1}

# 2
{"formula": "C4H12NOS", "method": "ωB97M-V/def2-TZVPD", "symbols": ["H", "C", "H", "H", "H", "H", "O", "S", "H", "H", "H", "C", "H", "H", "N", "C", "H", "H", "C"], "xyz": [[-0.260, -0.719, 0.770], [1.047, 0.981, 1.178], [-4.496, 0.306, -1.810], [1.212, -2.053, 1.052], [1.704, 0.570, 1.923], [0.251, 1.443, 1.770], [-4.711, 0.259, -0.880], [-1.839, 1.601, 0.046], [2.808, -1.590, 0.734], [-3.968, 0.536, -0.333], [0.235, 1.496, -1.287], [1.897, -1.905, 0.228], [1.416, 1.860, 0.617], [2.168, -0.102, -0.812], [1.415, -0.716, -0.524], [0.305, 0.019, 0.214], [2.115, -2.789, -0.370], [-0.797, 0.049, -1.645], [-0.503, 0.753, -0.871]], "multiplicity": 2, "homo_lumo_gap_ev": [9.7, 6.5], "homo_energy_ha": [-0.3238, -0.3238]}

# 3
{"formula": "C4H12NOSi", "method": "ωB97M-V/def2-TZVPD", "symbols": ["H", "H", "C", "N", "H", "H", "H", "H", "H", "H", "C", "H", "H", "O", "C", "H", "Si", "C", "H"], "xyz": [[-1.008, -2.111, -1.703], [0.534, -0.473, 0.504], [-2.324, 0.402, -0.180], [-1.525, -1.726, -0.958], [1.660, -1.371, -0.406], [1.687, -1.614, 1.367], [-2.320, 0.172, 0.872], [-3.506, 0.342, -0.456], [-2.241, 1.543, -0.182], [-0.057, 1.559, 0.873], [-1.328, -0.238, -1.017], [-1.466, -0.011, -2.187], [-1.300, -1.955, 0.054], [1.943, 3.067, -0.555], [2.443, 0.433, 0.812], [2.499, 0.496, 1.962], [1.311, 1.879, 0.202], [1.542, -0.800, 0.513], [3.456, 0.404, 0.484]], "multiplicity": 1, "homo_lumo_gap_ev": [5.3, 5.3], "homo_energy_ha": [-0.0493, -0.0494], "total_charge": -1}

# 4
{"formula": "C4H12NP", "method": "ωB97M-V/def2-TZVPD", "symbols": ["H", "C", "H", "H", "P", "H", "C", "C", "H", "H", "H", "N", "C", "H", "H", "H", "H", "H"], "xyz": [[-0.175, 1.447, -1.705], [-0.369, -1.256, -0.877], [1.944, 1.136, 0.124], [-2.275, -1.253, 1.981], [-1.683, 0.039, 1.848], [-1.434, -0.071, 3.226], [1.660, 0.148, -0.357], [0.135, 0.010, -0.141], [2.171, -0.743, 0.077], [0.816, 0.292, 2.105], [-0.402, -1.094, -1.892], [-0.086, -0.360, 1.233], [-0.379, 1.382, -0.613], [1.847, 0.286, -1.358], [0.204, 2.042, 0.087], [-1.446, -1.443, -0.475], [0.270, -2.268, -0.657], [-1.512, 1.450, -0.514]], "multiplicity": 1, "homo_lumo_gap_ev": 9.1, "homo_energy_ha": -0.3105}

# 5
{"formula": "C4H12NP", "method": "ωB97M-V/def2-TZVPD", "symbols": ["C", "H", "H", "C", "H", "H", "C", "H", "H", "H", "N", "P", "C", "H", "H", "H", "H", "H"], "xyz": [[1.027, 0.208, 1.011], [-2.298, 1.694, 0.374], [1.538, -2.004, 0.102], [-1.637, 1.920, -0.406], [1.001, -0.656, 1.660], [-2.281, 1.937, -1.342], [0.698, -0.049, -0.439], [2.736, -0.690, -0.758], [1.973, 0.824, 1.221], [-2.911, -0.877, 0.112], [-0.637, -0.406, -0.685], [-1.503, -1.470, 0.169], [1.716, -1.220, -0.671], [1.019, 0.621, -1.227], [0.282, 0.781, 1.395], [-0.738, 2.365, -0.447], [1.479, -1.704, -1.672], [-1.463, -1.273, 1.601]], "multiplicity": 1, "homo_lumo_gap_ev": [7.6, 8.5], "homo_energy_ha": [-0.3010, -0.2979]}

# 6
{"formula": "C4H12NS2", "method": "ωB97M-V/def2-TZVPD", "symbols": ["H", "N", "H", "H", "C", "H", "H", "S", "H", "H", "H", "C", "C", "H", "H", "H", "H", "C", "S"], "xyz": [[-2.788, 0.996, -1.194], [-1.413, 1.398, 1.342], [-1.148, -0.633, 0.892], [2.077, -0.511, 1.554], [2.234, -1.099, -0.495], [2.933, -1.920, -0.422], [0.051, -0.854, -1.250], [0.658, -1.993, -0.530], [3.378, 0.283, 0.693], [-2.120, 2.139, 1.153], [-2.437, -0.758, -1.240], [-1.887, 0.151, 0.640], [-2.064, 0.234, -0.892], [-2.864, -0.148, 1.071], [1.667, 0.849, 0.480], [2.434, -0.551, -1.467], [-0.547, 1.715, 0.894], [2.332, -0.027, 0.583], [-0.496, 0.729, -1.813]], "multiplicity": 1, "homo_lumo_gap_ev": 6.7, "homo_energy_ha": -0.1120, "total_charge": -1}

# 7
{"formula": "C4H12NS2", "method": "ωB97M-V/def2-TZVPD", "symbols": ["H", "H", "H", "C", "N", "H", "C", "H", "H", "H", "H", "S", "H", "C", "H", "H", "C", "H", "S"], "xyz": [[1.861, 0.928, 3.101], [-1.988, -2.441, -1.602], [2.372, 2.406, 1.430], [0.785, -1.852, 0.080], [1.151, 1.099, 2.471], [0.732, -2.791, -0.233], [1.354, 2.308, 1.565], [-3.075, -0.472, -1.835], [-2.478, -0.360, -3.307], [1.281, 0.364, 1.709], [1.033, 3.332, 1.830], [2.125, -1.106, 0.652], [0.187, 1.224, 2.861], [-1.395, -1.702, -1.847], [-0.574, -2.096, -2.481], [0.891, 2.101, 0.557], [-2.113, -0.410, -2.349], [-1.473, 0.485, -2.255], [-0.677, -1.018, -0.346]], "multiplicity": 1, "homo_lumo_gap_ev": 8.4, "homo_energy_ha": -0.4654, "total_charge": 1}

# 8
{"formula": "C4H12NSi", "method": "ωB97M-V/def2-TZVPD", "symbols": ["C", "H", "C", "C", "H", "H", "H", "C", "N", "H", "H", "H", "H", "Si", "H", "H", "H", "H"], "xyz": [[0.363, 0.048, 0.838], [0.883, -1.795, -0.569], [-0.027, -0.233, -1.742], [-0.491, 1.163, 0.224], [-1.191, -2.195, 1.601], [-1.066, -0.575, -1.859], [-0.975, 1.795, -1.681], [-0.219, 1.195, -1.313], [0.866, -0.792, -0.703], [0.685, 1.651, -1.407], [-1.463, 0.876, 0.310], [0.959, -1.849, 2.863], [1.809, -0.427, -0.791], [-0.349, -1.196, 2.172], [1.231, 0.596, 1.013], [0.311, -0.166, -2.790], [-0.285, 2.136, 0.864], [-1.043, -0.232, 2.971]], "smiles": "[SiH3][C@@H]1CCC[NH2+]1", "multiplicity": 1, "homo_lumo_gap_ev": 12.0, "homo_energy_ha": -0.5678, "total_charge": 1}

# 9
{"formula": "C4H12O", "method": "ωB97M-V/def2-TZVPD", "symbols": ["C", "H", "H", "C", "C", "H", "H", "H", "H", "H", "H", "C", "H", "H", "H", "O", "H"], "xyz": [[-1.753, 0.178, 0.252], [-2.030, -2.555, -0.682], [-0.456, -2.793, -1.189], [-0.693, -0.842, -0.137], [0.069, -1.368, 1.083], [0.461, -0.656, 1.795], [-0.678, -1.878, 1.727], [0.853, -2.084, 0.801], [2.725, 2.619, -0.096], [-2.032, 0.773, -0.619], [-1.443, -1.733, -2.068], [-1.169, -1.979, -1.042], [-2.644, -0.219, 0.767], [0.068, -0.348, -0.803], [2.860, 3.669, -0.976], [3.126, 3.496, -0.053], [-1.450, 1.042, 0.875]], "smiles": "CC(C)C.O", "multiplicity": 1, "homo_lumo_gap_ev": 11.7, "homo_energy_ha": -0.4065}

# 10
{"formula": "C4H12O", "method": "ωB97M-V/def2-TZVPD", "symbols": ["H", "H", "H", "C", "H", "C", "H", "H", "C", "H", "H", "H", "C", "H", "H", "O", "H"], "xyz": [[2.302, 1.209, 0.917], [2.299, -0.758, -1.153], [-2.380, -0.960, 1.325], [2.433, 0.141, 0.763], [-1.831, -0.140, -0.144], [0.639, 0.656, -0.973], [-0.033, 1.072, -0.226], [-2.763, 0.726, 1.094], [-2.646, -0.214, 0.568], [0.097, 0.244, -1.822], [-3.775, -1.079, -0.806], [2.273, -0.343, 1.731], [1.579, -0.395, -0.421], [1.011, -1.233, -0.008], [1.184, 1.505, -1.389], [-3.899, -0.503, -0.035], [3.511, 0.070, 0.579]], "smiles": "CCC.CO", "multiplicity": 1, "homo_lumo_gap_ev": 11.3, "homo_energy_ha": -0.3808}

# 11
{"formula": "C4H12O", "method": "ωB97M-V/def2-TZVPD", "symbols": ["H", "H", "C", "H", "H", "C", "C", "O", "H", "H", "H", "H", "H", "H", "H", "H", "C"], "xyz": [[-0.150, 0.150, 1.673], [-0.196, 1.240, 2.963], [-0.975, 0.135, -1.389], [-0.231, 0.719, -1.157], [0.853, -0.050, 2.978], [1.703, 1.145, 1.534], [0.517, 0.619, 2.275], [-1.758, -1.927, -2.442], [-1.584, 0.457, -2.310], [-1.429, -1.814, -3.339], [-0.963, -1.961, -0.631], [-1.509, 0.190, -0.483], [0.229, -1.514, -1.907], [2.507, 0.476, 1.339], [1.414, 1.542, 0.617], [2.347, 1.946, 1.869], [-0.778, -1.354, -1.589]], "smiles": "CCO.CC", "multiplicity": 1, "homo_lumo_gap_ev": 11.4, "homo_energy_ha": -0.3831}

# 12
{"formula": "C4H12O", "method": "ωB97M-V/def2-TZVPD", "symbols": ["H", "H", "H", "H", "C", "H", "H", "H", "O", "C", "H", "C", "H", "H", "H", "H", "C"], "xyz": [[0.135, -1.121, 1.264], [-0.302, -0.252, -1.745], [-1.619, -0.821, -0.678], [0.754, -3.406, 0.443], [0.149, -2.742, -0.197], [-0.902, -3.075, -0.156], [0.507, -2.834, -1.237], [0.756, 3.379, 1.333], [0.575, 4.163, 0.766], [-0.600, 0.999, -0.011], [1.341, -1.034, -0.053], [-0.596, -0.398, -0.688], [-1.202, 0.947, 0.912], [-1.109, 1.668, -0.726], [1.444, 4.380, 0.359], [0.384, 1.431, 0.235], [0.287, -1.282, 0.179]], "smiles": "CCCC.O", "multiplicity": 1, "homo_lumo_gap_ev": 11.8, "homo_energy_ha": -0.4017}

Summary of energy above the lowest of the compared OMol25 structures with the same formula, charge and spin in kcal/mol
61.7 22.1 87.9 77.5 129.5 9.3 55.6 36.3 11.7 17.8 47.4 5.9
(order as listed above)
Summary of DFT total energy in eV
-18714.07730 -18713.28373 -15755.09447 -15118.45364 -15116.19860 -27503.98256 -27494.56995 -13701.43230 -6389.61552 -6389.35098 -6388.06726 -6389.86359
(order as listed above)